Here is 2 unconnected molecules or ions with the total composition C3H10OS2 at a distorted geometry from OMol25. Energies are from ωB97M-V/def2-TZVPD.

## Properties
HOMO energy in eV: -9.172
Electronic energy in Ha: -991.89228
Max |F| in Eh/bohr: 0.023
Gap between HOMO and LUMO in eV: 9.81
SMILES string: CCO.CSS

Structure (ORCA input):
```
! RIJCOSX wB97M-V def2-TZVPD def2/J DEFGRID3
* xyz 0 1
C -2.2423 0.5150 2.2500
S -0.5515 0.0051 1.8496
S -0.1001 1.2756 0.2949
H -2.2329 1.4325 2.8364
H -2.7719 0.6973 1.3266
H -2.7519 -0.2903 2.7741
H 0.2893 2.3377 1.0225
C 1.7648 -0.5974 -2.3694
O 0.4254 -0.3093 -2.8001
C 1.7642 -1.6881 -1.3213
H 2.1341 0.3215 -1.9349
H 2.3053 -0.9308 -3.2561
H -0.1685 -1.0088 -2.4839
H 1.1223 -1.3793 -0.5036
H 2.7562 -1.8076 -0.8942
H 1.4602 -2.6367 -1.7404
*
```